C6H4O in the gas phase. Source: OMol25; level of theory: the ωB97M-V functional and the def2-TZVPD basis.

Output
total charge = 0
frontier orbital gap = 9.64 eV
SMILES = C#Cc1ccco1
HOMO level = -0.3145 Eh
relative energy (zero: lowest compared OMol25 entry of this formula, charge and spin) = 0.895 eV

Geometry as XYZ:
```
11
Properties=species:S:1:pos:R:3:forces:R:3
C -1.58504 2.57537 -0.28925 0.3 -0.5 0.0
C -0.92766 1.56466 -0.24891 -0.2 0.5 0.0
C -0.16676 0.36988 -0.09829 0.0 -0.1 -0.1
C 0.06992 -0.72207 -0.88274 0.1 0.2 0.0
C 0.79151 -1.65079 -0.07823 0.2 0.1 0.1
C 1.00244 -1.02822 1.10819 0.1 -0.2 -0.1
O 0.41972 0.18889 1.12238 -0.1 0.0 0.0
H -2.16891 3.47074 -0.31350 0.1 -0.2 0.0
H -0.10603 -0.83653 -1.94030 -0.5 0.1 0.1
H 1.08628 -2.65146 -0.35979 0.2 0.2 0.1
H 1.58453 -1.28048 1.98044 -0.2 -0.1 0.0
```
Forces are in eV/Å.

Results of the natural (NBO) charge analysis, in e, for atoms 1 through 4:
1. C -0.180
2. C -0.062
3. C 0.180
4. C -0.258